The following is a quantum chemistry calculation of a single C15H23N5OS molecule in a non-equilibrium geometry, from the Open Molecules 2025 dataset.

Each line ends with the Löwdin charge.
Cartesian coordinates (Å):
C -4.92787 0.59410 4.03669  -0.116
C -4.08629 0.25760 2.83991  -0.538
C -4.47484 -0.52351 1.77209  -0.065
N -3.52683 -0.40393 0.80491  -0.111
C -3.38402 -0.87796 -0.46217  -0.003
C -2.14149 -0.39251 -0.88262  -0.232
C -1.49576 -0.64192 -2.23454  -0.109
N -0.05164 -0.60531 -2.02162  0.065
C 0.66818 -1.75693 -1.80906  -0.519
O 0.15809 -2.81430 -2.12717  0.046
N 1.97191 -1.75089 -1.31607  -0.062
C 2.65902 -3.01961 -1.24103  -0.057
C 2.68795 -0.59187 -0.72859  -0.292
C 2.77600 0.55202 -1.71132  -0.143
C 3.30682 1.81646 -1.03798  -0.164
N 2.51758 2.10722 0.18488  -0.225
C 1.23365 2.78139 -0.02037  -0.083
C 2.54542 1.04560 1.18210  -0.183
C 2.01283 -0.23755 0.58627  -0.134
N -1.56816 0.43841 0.08050  0.116
C -2.41746 0.37324 1.07335  -0.620
S -2.52808 1.10074 2.62790  1.071
H -5.74494 -0.09878 4.11767  0.069
H -4.28334 0.54028 4.94987  0.086
H -5.30147 1.62609 3.94573  0.083
H -5.41729 -1.07844 1.61963  0.147
H -4.07686 -1.55376 -0.95809  0.128
H -1.77183 0.16976 -2.91883  0.120
H -1.90505 -1.54455 -2.66899  0.117
H 0.25113 0.14673 -1.40591  0.070
H 2.13285 -3.70365 -0.52797  0.098
H 2.68612 -3.46577 -2.23255  0.084
H 3.70045 -2.88786 -0.83332  0.099
H 3.72071 -0.84006 -0.47761  0.140
H 3.45148 0.28298 -2.54059  0.128
H 1.83129 0.78591 -2.17342  0.090
H 4.36961 1.69270 -0.71812  0.126
H 3.20896 2.63087 -1.75802  0.114
H 1.35671 3.66569 -0.62833  0.074
H 0.73398 3.02874 0.93272  0.088
H 0.51861 2.12405 -0.55831  0.056
H 3.58223 0.93863 1.50721  0.116
H 1.95722 1.34175 2.06958  0.122
H 2.10987 -1.05519 1.28417  0.119
H 0.95451 -0.19660 0.37739  0.082

Output
LUMO level	0.6	eV
SMILES	Cc1cn2cc(CNC(=O)N(C)C3CCN(C)CC3)nc2s1


The following is a quantum chemistry calculation of a 2-piece molecular cluster, C15H23N7O3 overall in a non-equilibrium geometry, from the Open Molecules 2025 dataset.

Each line ends with the Löwdin charge.
Cartesian coordinates (Å):
C 0.30339 -0.56847 1.15225  -0.045
C 0.89820 -1.93444 0.88833  -0.239
C 2.21163 -2.25518 1.20780  -0.048
C 3.20703 -1.35764 1.89540  -0.196
N 3.58224 -0.26284 0.99549  0.063
C 4.66710 0.54605 1.22064  -0.285
N 5.64348 0.10589 2.00093  0.131
C 6.69991 0.90712 2.16221  -0.188
N 6.83139 2.11805 1.60752  0.116
C 5.82293 2.51743 0.85194  -0.321
N 5.65628 3.67599 0.16345  0.128
C 4.43353 3.63306 -0.48005  -0.151
N 3.81620 2.49865 -0.22770  0.112
C 4.69475 1.78837 0.61004  -0.178
C 0.03765 -3.01354 0.26711  -0.215
O -1.07915 -2.47147 -0.44590  -0.098
H 0.07321 -0.07270 0.20406  0.079
H -0.62292 -0.67143 1.72580  0.086
H 0.97853 0.07688 1.71900  0.070
H 2.56388 -3.25473 0.97028  0.101
H 2.78045 -0.95997 2.82299  0.116
H 4.08681 -1.95266 2.16701  0.110
H 2.85503 0.18768 0.44784  0.119
H 7.51130 0.55018 2.79005  0.105
H 6.33085 4.43018 0.13454  0.158
H 4.03324 4.42359 -1.10862  0.122
H -0.32971 -3.68137 1.05289  0.125
H 0.64365 -3.61133 -0.42205  0.122
H -1.78993 -2.18396 0.16599  0.051
C -5.67690 0.42529 1.13657  -0.050
N -4.81181 0.51799 -0.03794  0.025
C -3.83921 -0.35561 -0.32995  -0.483
O -3.61549 -1.34546 0.35900  0.037
C -3.00653 -0.12196 -1.59716  -0.066
N -3.61783 0.78473 -2.57853  0.056
C -4.64604 0.52133 -3.38380  -0.568
C -5.26895 -0.86041 -3.39359  0.015
O -5.09151 1.39551 -4.10840  0.036
H -6.47708 1.16433 1.07687  0.086
H -6.11542 -0.57286 1.19637  0.088
H -5.09142 0.60233 2.04055  0.087
H -4.95245 1.28965 -0.67288  0.133
H -2.80480 -1.08882 -2.05983  0.124
H -2.05070 0.29980 -1.28784  0.127
H -3.21476 1.70247 -2.68747  0.149
H -5.70499 -1.08016 -2.42130  0.080
H -4.50595 -1.59769 -3.63622  0.085
H -6.04910 -0.88788 -4.15367  0.088

Output
LUMO level	0.5	eV
SMILES	C/C(=C\CNc1ncnc2[nH]cnc12)CO.CNC(=O)CNC(C)=O


The following is a quantum chemistry calculation of a single C15H23NO molecule, from the Open Molecules 2025 dataset.

Each line ends with the Löwdin charge.
Cartesian coordinates (Å):
O 0.71656 2.72580 -3.67748  0.034
C 0.79577 1.68053 -3.05598  -0.481
C 0.46016 0.35975 -3.51448  0.018
C 0.59769 -0.71196 -2.70012  -0.022
C 1.04650 -0.61341 -1.35225  -0.196
C 1.41105 0.63116 -0.90795  -0.198
N 1.27809 1.69152 -1.75404  0.166
C 2.01343 1.00504 0.41944  -0.108
C 1.22381 2.10901 1.16056  -0.189
C 0.56014 1.62333 2.45108  -0.203
C -0.44772 0.49832 2.22543  -0.206
C -1.73913 0.94511 1.54494  -0.202
C -2.59009 -0.23484 1.06771  -0.200
C -1.91387 -1.03459 -0.05536  -0.194
C -1.18511 -2.29228 0.42991  -0.207
C -0.09762 -2.77129 -0.53319  -0.195
C 1.16725 -1.89495 -0.56676  -0.145
H 0.11801 0.26401 -4.53219  0.113
H 0.36652 -1.69530 -3.08353  0.115
H 1.57145 2.60356 -1.42299  0.160
H 3.02587 1.36693 0.21520  0.125
H 2.11774 0.13160 1.05885  0.103
H 1.89827 2.92804 1.41821  0.110
H 0.45404 2.51933 0.50565  0.098
H 1.33728 1.26985 3.13382  0.112
H 0.06394 2.47112 2.92893  0.113
H -0.69603 0.04260 3.18710  0.121
H 0.02743 -0.25836 1.60889  0.073
H -2.32197 1.55507 2.23965  0.113
H -1.50675 1.56751 0.67877  0.107
H -2.81417 -0.89282 1.90999  0.111
H -3.53975 0.16225 0.70358  0.105
H -1.21080 -0.38145 -0.57134  0.092
H -2.66186 -1.33735 -0.79098  0.115
H -0.73992 -2.12472 1.41096  0.098
H -1.91597 -3.09601 0.55210  0.112
H 0.21067 -3.77313 -0.22321  0.110
H -0.52334 -2.85739 -1.53325  0.101
H 1.96324 -2.48491 -1.03402  0.120
H 1.47921 -1.69668 0.45835  0.100

Output
LUMO level	0.7	eV
SMILES	O=c1ccc2c([nH]1)CCCCCCCCCC2